Here is 2 unconnected molecules or ions with the total composition C5H8O2 from the Open Molecules 2025 dataset. Energies are from ωB97M-V/def2-TZVPD.

Each line ends with the Löwdin charge.
Geometry (Å):
C (-2.2276, 0.1269, 0.1791)  -0.119
C (-1.1491, -0.8707, -0.0514)  0.045
C (0.9201, -0.0498, -1.1537)  0.040
C (1.2046, 0.2308, 0.1678)  -0.482
O (0.3271, 0.2851, 1.0818)  -0.045
C (2.6244, 0.5046, 0.6124)  -0.185
O (3.6049, 0.1426, 0.0067)  0.062
H (-2.2180, 0.5133, 1.1975)  0.079
H (-3.1904, -0.3682, -0.0230)  0.092
H (-2.1566, 0.9664, -0.5200)  0.088
H (-1.1455, -1.3442, -1.0260)  0.070
H (-0.8485, -1.5189, 0.7608)  0.097
H (1.7143, -0.2981, -1.8534)  0.067
H (0.0314, 0.4157, -1.5718)  0.063
H (2.6855, 1.0482, 1.5775)  0.127

2S+1: 1
DFT total energy, eV: -9405.0039
Lowest unoccupied orbital energy (alpha / beta), eV: -0.95 / -0.96
Kohn-Sham gap (alpha / beta), hartree: 0.26680 / 0.26632
Energy above the lowest of the compared OMol25 structures with the same formula, charge and spin, eV: 4.8283

=====

Here is 2 unconnected molecules or ions with the total composition C5H8O2 from the Open Molecules 2025 dataset. Energies are from ωB97M-V/def2-TZVPD.

Each line ends with the Löwdin charge.
Geometry (Å):
C (-1.1382, 0.2401, -1.7265)  -0.004
C (-0.3369, 0.1494, -0.4486)  -0.502
O (0.8461, 0.9549, -0.4242)  -0.040
C (-0.2300, 1.3116, 0.4438)  -0.073
O (2.1211, 0.2255, 2.0219)  -0.067
C (-0.1939, -1.1913, 0.1068)  -0.047
C (-0.1232, -2.3236, 0.5128)  0.144
H (-1.1489, 1.2774, -2.0718)  0.090
H (-2.1666, -0.0952, -1.5590)  0.094
H (-0.6908, -0.3852, -2.5045)  0.092
H (2.0564, 0.4732, 1.0857)  0.015
H (-0.0112, 1.1622, 1.4988)  0.113
H (-0.7546, 2.2264, 0.1720)  0.123
H (1.8366, -0.6965, 2.0216)  0.025
H (-0.0660, -3.3288, 0.8711)  0.036

2S+1: 1
SMILES: C#C[C@@]1(C)CO1.O
DFT total energy, eV: -9406.7031
Lowest unoccupied orbital energy, eV: 0.88
Kohn-Sham gap, hartree: 0.41188
Energy above the lowest of the compared OMol25 structures with the same formula, charge and spin, eV: 3.1290

=====

Here is C5H8O2 in the gas phase from the Open Molecules 2025 dataset. Energies are from ωB97M-V/def2-TZVPD.

Each line ends with the Löwdin charge.
Geometry (Å):
C (-0.8614, -1.1305, -0.9072)  -0.012
C (-0.4696, 0.0693, -0.0690)  -0.494
O (-1.5828, 0.8876, 0.2382)  0.001
C (0.2697, -0.1538, 1.2882)  -0.028
C (1.4242, 0.6881, 0.7607)  -0.211
O (1.9132, -0.0649, -0.3444)  -0.011
C (0.8138, 0.8263, -0.5613)  -0.148
H (0.0290, -1.7246, -1.1255)  0.087
H (-1.5975, -1.7576, -0.3930)  0.090
H (-1.2999, -0.8051, -1.8610)  0.087
H (-2.0136, 1.1708, -0.5781)  0.100
H (-0.2830, 0.2751, 2.1256)  0.121
H (0.5704, -1.1844, 1.4974)  0.123
H (2.0975, 1.3556, 1.2901)  0.145
H (0.9899, 1.5481, -1.3608)  0.151

2S+1: 1
SMILES: C[C@@]1(O)C[C@H]2O[C@H]21
DFT total energy, eV: -9407.5035
Lowest unoccupied orbital energy, eV: 0.92
Kohn-Sham gap, hartree: 0.39309
Energy above the lowest of the compared OMol25 structures with the same formula, charge and spin, eV: 2.3287

=====

Here is 2 unconnected molecules or ions with the total composition C5H8O2 from the Open Molecules 2025 dataset. Energies are from ωB97M-V/def2-TZVPD.

Each line ends with the Löwdin charge.
Geometry (Å):
C (1.5951, 0.9647, 0.6873)  -0.041
C (-2.3184, 0.4181, -0.4547)  -0.075
C (-0.3171, -1.2197, 0.2387)  -0.217
C (1.2385, -0.0181, -0.4129)  -0.444
C (-1.1877, -0.4378, -0.1516)  -0.036
O (0.1562, -2.4037, 0.5583)  0.098
O (2.0171, -0.8953, -0.7934)  -0.022
H (1.0915, -2.4262, 0.2800)  0.113
H (0.5346, 0.5177, -1.1577)  0.126
H (2.2449, 1.7300, 0.2645)  0.085
H (0.6989, 1.4407, 1.0786)  0.072
H (2.1191, 0.4432, 1.4867)  0.084
H (-3.2220, -0.1966, -0.4972)  0.092
H (-2.1877, 0.8926, -1.4292)  0.083
H (-2.4630, 1.1904, 0.3026)  0.081

2S+1: 1
SMILES: CC#CO.CC=O
DFT total energy, eV: -9405.8374
Lowest unoccupied orbital energy, eV: 0.53
Kohn-Sham gap, hartree: 0.35717
Energy above the lowest of the compared OMol25 structures with the same formula, charge and spin, eV: 3.9948

=====

Here is C5H8O2 in the gas phase from the Open Molecules 2025 dataset. Energies are from ωB97M-V/def2-TZVPD.

Each line ends with the Löwdin charge.
Geometry (Å):
C (-1.2895, -0.6784, -0.3126)  0.011
C (-0.3540, 0.5870, -0.0708)  -0.475
O (-1.0080, 1.8200, -0.0772)  0.035
C (0.5781, 0.4383, 1.1389)  -0.088
C (1.4294, -0.5520, 0.3108)  -0.073
C (0.7287, -0.0203, -0.9603)  -0.376
O (0.8651, -0.1905, -2.1416)  0.108
H (-1.8695, -0.8825, 0.5803)  0.086
H (-1.9160, -0.4551, -1.1840)  0.097
H (-0.7853, -1.6229, -0.5908)  0.098
H (-1.3599, 2.0523, -0.9439)  0.108
H (1.1449, 1.3546, 1.3632)  0.124
H (0.0909, 0.1085, 2.0602)  0.115
H (2.4971, -0.3586, 0.2614)  0.113
H (1.2479, -1.6004, 0.5664)  0.117

2S+1: 1
SMILES: C[C@@]1(O)CCC1=O
DFT total energy, eV: -9408.2191
Lowest unoccupied orbital energy, eV: 0.81
Kohn-Sham gap, hartree: 0.36752
Energy above the lowest of the compared OMol25 structures with the same formula, charge and spin, eV: 1.6131

=====

Here is 2 unconnected molecules or ions with the total composition C5H8O2 from the Open Molecules 2025 dataset. Energies are from ωB97M-V/def2-TZVPD.

Each line ends with the Löwdin charge.
Geometry (Å):
C (0.5723, -1.4558, 1.1908)  -0.081
C (-0.0595, 0.6418, 0.0507)  -0.516
C (1.2123, 1.1819, -0.5737)  -0.013
C (-0.2481, -0.8573, 0.0205)  -0.196
C (-2.6730, 0.8572, -1.5623)  0.027
O (-3.5877, 1.4001, -1.1647)  0.047
O (-0.8607, 1.3806, 0.5859)  0.036
H (-0.0905, -1.9132, 1.9313)  0.075
H (1.2801, -2.2178, 0.8525)  0.071
H (1.1504, -0.6843, 1.7175)  0.079
H (0.9385, 1.6429, -1.5293)  0.091
H (1.6369, 1.9628, 0.0610)  0.087
H (1.9567, 0.4033, -0.7666)  0.081
H (0.0850, -1.2595, -0.9433)  0.113
H (-1.3126, -1.0827, 0.1297)  0.100

2S+1: 1
DFT total energy, eV: -9409.1875
Lowest unoccupied orbital energy, eV: 0.94
Kohn-Sham gap, hartree: 0.38814
Energy above the lowest of the compared OMol25 structures with the same formula, charge and spin, eV: 0.6447